(1)
This record from the OMol25 dataset describes a 11-piece molecular cluster, C28H64Cl14NO8 overall. The level of theory is ωB97M-V with the def2-TZVPD basis set.

Structure (XYZ):
```
115
Properties=species:S:1:pos:R:3:lowdin_charge:R:1
C -27.72972 25.19994 -16.18780 -0.06
C -26.30573 24.42141 -16.30966 -0.22
C -25.06242 25.28340 -16.47067 -0.17
C -24.86422 26.12389 -15.11672 -0.09
N -23.54662 26.88238 -15.21654 -0.25
C -23.39249 27.74657 -13.88233 -0.05
C -21.85303 28.06068 -13.74813 -0.13
C -21.16350 26.91187 -14.47952 -0.14
C -22.25878 26.04372 -15.14191 -0.10
C -23.54189 27.73841 -16.47983 0.03
H -28.55322 24.53377 -15.93054 0.07
H -27.96100 25.75426 -17.09738 0.07
H -27.69488 25.87111 -15.32965 0.05
H -26.31280 23.74874 -17.16730 0.11
H -26.16920 23.86526 -15.38222 0.10
H -25.05879 25.90367 -17.36697 0.11
H -24.23077 24.58270 -16.54452 0.11
H -24.77320 25.47903 -14.24266 0.13
H -25.62961 26.88162 -14.94906 0.13
H -24.13282 28.53753 -13.76240 0.13
H -23.77619 27.09974 -13.09336 0.12
H -21.59078 28.98513 -14.26266 0.11
H -21.52132 28.16586 -12.71517 0.12
H -20.39117 27.21966 -15.18441 0.12
H -20.75212 26.18296 -13.78127 0.12
H -21.96424 25.60102 -16.09342 0.13
H -22.50013 25.16480 -14.54413 0.13
H -24.48723 28.23246 -16.70424 0.12
H -23.24617 27.07762 -17.29469 0.10
H -22.71843 28.44206 -16.35776 0.11
C -29.70953 28.22978 -22.06923 -2.00
Cl -30.05429 26.52791 -22.68090 0.48
Cl -27.97418 28.34683 -21.59057 0.46
Cl -29.93097 29.39365 -23.34731 0.54
Cl -30.70242 28.66680 -20.67281 0.52
C -24.38074 23.67488 -8.51177 -0.21
C -23.78213 24.05046 -7.12178 -0.20
O -24.73721 23.47930 -6.16950 -0.09
O -23.32506 23.84346 -9.49599 -0.10
H -25.37202 24.02761 -8.79645 0.12
H -24.56596 22.60100 -8.48797 0.11
H -23.74002 25.13808 -7.06328 0.11
H -22.80021 23.61288 -6.94157 0.12
H -24.43774 23.77333 -5.30610 0.08
H -23.00649 22.98280 -9.77772 0.07
C -17.07021 25.89316 -19.93471 -0.18
C -15.53591 25.72744 -20.25443 -0.22
O -14.80158 26.46645 -19.28519 -0.08
O -17.66267 27.23988 -20.11514 -0.09
H -17.12617 25.65018 -18.87361 0.10
H -17.59675 25.06959 -20.41697 0.11
H -15.24952 26.18357 -21.20207 0.11
H -15.20102 24.69227 -20.32061 0.12
H -14.96558 27.41216 -19.30342 0.08
H -17.14375 28.04201 -20.02076 0.07
C -25.36014 34.34740 -11.35686 -0.26
C -24.15234 33.73558 -10.52352 -0.23
O -23.09823 34.64904 -10.25259 -0.06
O -25.92056 35.43368 -10.71343 -0.06
H -26.23094 33.70489 -11.48716 0.11
H -25.06845 34.65104 -12.36225 0.12
H -23.70800 32.99407 -11.18747 0.10
H -24.54296 33.26101 -9.62335 0.11
H -23.31290 35.09645 -9.43080 0.08
H -26.30860 35.01591 -9.94109 0.09
C -19.22979 35.18438 -15.54155 -0.27
C -18.50776 34.39489 -16.68891 -0.19
O -17.16967 34.11794 -16.18814 -0.08
O -19.49480 34.49390 -14.35640 -0.06
H -20.16171 35.60248 -15.92211 0.11
H -18.63868 36.09507 -15.44492 0.11
H -18.45403 35.02477 -17.57687 0.12
H -19.03745 33.47179 -16.92427 0.10
H -17.24773 33.88017 -15.26134 0.07
H -19.90418 34.93251 -13.60699 0.10
Cl -23.52716 23.40548 -22.78692 0.59
C -22.41193 24.08779 -23.88224 -0.74
C -21.59374 22.96867 -24.46824 -0.78
Cl -20.59227 22.30179 -23.28441 0.63
H -21.75014 24.80087 -23.39068 0.07
H -23.02520 24.65658 -24.58116 0.07
H -21.01751 23.39320 -25.29033 0.08
H -22.19909 22.26133 -25.03510 0.08
Cl -35.30504 25.80958 -11.69596 0.45
C -34.95416 24.08496 -12.30661 -0.61
C -34.39255 23.10145 -11.27098 -0.70
Cl -34.33063 21.58194 -12.06818 0.60
H -34.25484 24.19405 -13.13554 0.06
H -35.92308 23.82426 -12.73242 0.06
H -35.08464 22.90493 -10.45215 0.06
H -33.46604 23.21054 -10.70725 0.08
Cl -11.67770 33.11714 -13.75120 0.52
C -11.43884 31.66233 -12.72714 -0.61
C -11.96200 30.44294 -13.52433 -0.67
Cl -13.68453 29.97988 -13.32599 0.51
H -11.85303 31.86533 -11.73954 0.07
H -10.35469 31.60178 -12.63196 0.06
H -11.40535 29.54829 -13.24535 0.06
H -11.70326 30.64152 -14.56439 0.05
Cl -21.91955 14.48811 -18.17035 0.60
C -23.29552 15.48840 -18.47694 -0.75
C -22.97727 16.92417 -18.09318 -0.60
Cl -24.54630 17.91095 -18.28892 0.47
H -24.16241 15.02897 -18.00203 0.07
H -23.48553 15.42350 -19.54829 0.07
H -22.16542 17.31119 -18.70899 0.07
H -22.59788 16.90707 -17.07148 0.06
Cl -29.75690 26.61116 -6.82155 0.52
C -29.51774 28.38764 -6.99062 -0.63
C -28.22107 28.68760 -7.74179 -0.69
Cl -28.20997 28.29919 -9.46680 0.53
H -29.59614 28.94101 -6.05481 0.08
H -30.33049 28.70687 -7.64302 0.06
H -27.37150 28.15374 -7.31599 0.06
H -28.05162 29.76096 -7.65647 0.07
```

The HOMO-LUMO gap is 9.17 eV. The charge is +1.


(2)
This record from the OMol25 dataset describes the molecule C3H8NP. The level of theory is ωB97M-V with the def2-TZVPD basis set.

Structure (XYZ):
```
13
Properties=species:S:1:pos:R:3:lowdin_charge:R:1
C -0.81116 -0.75249 1.10419 -0.10
C 1.47990 0.40438 -0.40660 -0.17
C -0.91574 0.12928 -0.10316 -0.35
N 0.19538 0.26733 -1.09063 -0.65
P -0.11958 0.20069 -2.67125 0.69
H -0.03309 -0.47042 1.83454 0.08
H -0.79838 -1.69839 0.77113 0.03
H 2.20766 0.70198 -1.10043 0.04
H 1.49328 1.17726 0.30829 0.06
H 1.77284 -0.42242 0.28332 0.10
H -1.69748 -0.12571 -0.86342 0.04
H -1.73158 -0.63816 1.70694 0.09
H -1.04207 1.22667 0.22707 0.13
```

The HOMO-LUMO gap is 6.82 eV.


(3)
This record from the OMol25 dataset describes C48H49HfN5S2Se3Si as an isolated structure. The level of theory is ωB97M-V with the def2-TZVPD basis set.

Structure (XYZ):
```
109
Properties=species:S:1:pos:R:3:lowdin_charge:R:1
Hf 0.97177 -0.11628 1.10387 1.37
Se 0.64644 2.51227 2.72206 0.63
Se 0.05149 4.21258 1.21988 0.72
C -1.64997 3.45452 0.81015 -0.68
C -2.60976 4.30516 0.26862 -0.11
C -3.90467 3.84612 0.17254 -0.07
C -4.19473 2.55719 0.59394 -0.06
C -3.15509 1.76536 1.03976 -0.15
N -1.89893 2.20229 1.15391 0.00
C 2.54623 2.65699 2.40689 -0.75
C 3.32455 3.46144 3.22204 -0.10
C 4.69306 3.46375 3.00570 -0.06
C 5.20828 2.69651 1.97713 -0.06
C 4.33853 1.93425 1.21717 -0.12
N 3.02685 1.89918 1.43433 -0.03
H -2.33850 5.30878 -0.03700 0.10
H -4.68748 4.49380 -0.20589 0.11
H -5.20327 2.16896 0.56220 0.11
H -3.31916 0.73157 1.33110 0.10
H 2.86650 4.03493 4.01497 0.11
H 5.34737 4.05185 3.63764 0.12
H 6.27017 2.67629 1.77154 0.11
H 4.70085 1.31131 0.40562 0.12
C -3.58530 0.89418 -5.29860 -0.04
C -3.57705 -0.07827 -4.11035 -0.57
C -4.54167 -1.24069 -4.38795 -0.03
C -4.06536 0.66162 -2.89702 -0.07
C -2.17136 -0.62616 -3.90401 -0.16
C -1.56252 -1.24903 -5.00114 -0.05
C -0.31675 -1.80031 -4.93174 -0.08
C 0.36392 -1.73813 -3.72548 -0.49
S 1.89171 -2.41719 -3.33940 1.12
C 1.71078 -1.87986 -1.69230 -0.52
N 0.62550 -1.21253 -1.44043 0.04
C -0.19554 -1.12479 -2.59340 -0.27
C -1.48016 -0.55736 -2.68553 0.04
C 2.68018 -2.25860 -0.66739 -0.27
C 3.65802 -3.19670 -0.99902 -0.07
C 4.49814 -3.71152 -0.03268 -0.08
C 4.33624 -3.28672 1.27354 -0.08
C 3.38596 -2.32049 1.57871 -0.16
C 2.53199 -1.74215 0.62786 -0.20
H -4.56016 1.38477 -5.37347 0.09
H -3.39769 0.38415 -6.24508 0.08
H -2.82074 1.66649 -5.17150 0.09
H -5.54325 -0.85321 -4.60014 0.09
H -4.60723 -1.90206 -3.51838 0.08
H -4.22046 -1.83625 -5.24558 0.08
H -5.07702 1.03624 -3.07762 0.09
H -3.41845 1.50818 -2.67106 0.09
H -4.09952 0.00667 -2.02233 0.08
H -2.10135 -1.31753 -5.93908 0.11
H 0.12140 -2.29676 -5.78942 0.11
H -1.89934 -0.10506 -1.79460 0.10
H 3.74522 -3.55176 -2.01904 0.07
H 5.24850 -4.44856 -0.29327 0.11
H 4.94614 -3.71173 2.06348 0.09
H 3.30836 -2.00951 2.60444 -0.04
N -7.48554 -5.29518 -1.48222 0.15
C -6.54931 -4.72060 -1.14251 -0.18
C -5.37025 -3.99879 -0.71452 -0.23
C -5.40425 -3.24110 0.45379 -0.02
C -4.26862 -2.57094 0.87520 -0.02
C -3.08326 -2.64632 0.13708 -0.24
C -3.06630 -3.39571 -1.04460 -0.02
C -4.19879 -4.07002 -1.46546 -0.03
C -1.90247 -1.95600 0.57346 -0.12
C -0.88889 -1.36039 0.88615 -0.13
H -6.32061 -3.18887 1.02690 0.12
H -4.28299 -1.98643 1.78679 0.11
H -2.15225 -3.43750 -1.62325 0.12
H -4.18445 -4.65745 -2.37444 0.12
S -2.07926 -1.78042 5.06830 1.02
C -2.79073 -0.28478 4.63621 -0.39
C -1.99054 0.35090 3.74781 -0.27
N -0.83772 -0.32192 3.40681 -0.16
C -0.75828 -1.45240 4.04122 -0.55
H -3.73068 0.04088 5.05693 0.07
H -2.18784 1.31858 3.30888 0.07
H 0.06408 -2.14739 3.94127 0.06
C 0.55868 3.89516 -2.89254 -0.05
C 1.50494 2.68643 -2.83683 -0.62
C 1.25728 1.77568 -4.04746 -0.04
C 2.96403 3.16477 -2.83602 -0.05
C 1.24961 1.93833 -1.59443 -0.13
C 1.03926 1.34957 -0.55029 -0.18
H 0.77633 4.50380 -3.77459 0.08
H 0.67539 4.51346 -2.00104 0.06
H -0.48247 3.56367 -2.94536 0.08
H 1.97794 0.95281 -4.06121 0.08
H 0.25504 1.34342 -4.01033 0.07
H 1.36211 2.34682 -4.97582 0.09
H 3.18065 3.71612 -3.75678 0.08
H 3.64470 2.31271 -2.77550 0.08
H 3.15503 3.81812 -1.98189 0.08
C 3.25232 -0.67208 6.82484 -0.24
Si 3.91625 -0.71704 5.08878 0.12
C 4.53091 -2.43932 4.72233 -0.23
C 5.35304 0.45396 4.90329 -0.22
Se 2.17086 -0.09740 3.79189 0.40
H 4.05184 -0.85184 7.55456 0.03
H 2.48679 -1.44341 6.94771 0.03
H 2.79257 0.29720 7.03648 0.03
H 5.15219 -2.78962 5.55709 0.04
H 5.14424 -2.45331 3.81758 0.01
H 3.70374 -3.14395 4.59453 0.04
H 6.22599 0.08084 5.45683 0.04
H 5.10213 1.44872 5.28613 0.03
H 5.62584 0.55008 3.84902 0.02
```

The HOMO-LUMO gap is 7.25 eV.


(4)
This record from the OMol25 dataset describes C43H35BN12OPSr as an isolated structure. The level of theory is ωB97M-V with the def2-TZVPD basis set.

Structure (XYZ):
```
94
Properties=species:S:1:pos:R:3:lowdin_charge:R:1
Sr -0.75890 0.40083 0.44962 1.49
C -1.37170 -3.98037 -0.63368 -0.05
C -1.06950 -2.68697 -1.05768 -0.15
N -1.52440 -1.79917 -0.18738 -0.07
N -2.14040 -2.47787 0.78662 0.01
C -2.05320 -3.79827 0.55002 -0.06
B -2.99650 -1.79407 1.87802 -0.65
N -2.07440 -1.25327 2.97532 0.01
C -2.02250 -1.55107 4.28292 -0.06
C -1.02700 -0.79037 4.85852 -0.05
C -0.50460 -0.04197 3.80492 -0.14
N -1.14740 -0.32837 2.68062 -0.10
N -3.77170 -0.61067 1.23602 0.01
C -5.10490 -0.46087 1.16812 -0.06
C -5.38060 0.68863 0.46182 -0.05
C -4.12490 1.19553 0.14032 -0.15
N -3.16890 0.40923 0.61552 -0.09
N -4.01070 -2.81507 2.36642 -0.02
C -4.83880 -3.51757 1.55162 -0.12
C -5.63140 -4.31857 2.33552 -0.06
C -5.22210 -4.02437 3.64342 -0.15
N -4.25680 -3.13017 3.64222 0.06
H -1.13800 -4.90497 -1.12268 0.10
H -0.58120 -2.37817 -1.96348 0.10
H -2.47550 -4.52857 1.21092 0.13
H -2.69290 -2.27197 4.70552 0.09
H -0.73070 -0.77797 5.88732 0.09
H 0.29610 0.67893 3.80922 0.10
H -5.78470 -1.15547 1.61582 0.12
H -6.34210 1.08703 0.20992 0.09
H -3.88700 2.08413 -0.41178 0.10
H -4.80430 -3.39947 0.48592 0.13
H -6.38990 -5.00887 2.02542 0.09
H -5.58050 -4.42007 4.57322 0.10
C 6.35660 1.21913 0.43502 -0.09
C 5.50990 2.18293 -0.08798 -0.07
C 4.21290 1.85313 -0.44188 -0.09
C 3.73730 0.55833 -0.25278 -0.25
C 4.59700 -0.39987 0.26992 -0.07
C 5.89100 -0.06937 0.62812 -0.08
P 2.13130 0.04003 -1.05928 0.95
C 1.86640 -1.56467 -0.25628 -0.30
C 1.92240 -2.74007 -0.99488 -0.08
C 1.82770 -3.96597 -0.36058 -0.08
C 1.65810 -4.03227 1.01242 -0.07
C 1.61450 -2.86437 1.75392 -0.05
C 1.73220 -1.63747 1.12902 -0.11
C 3.00600 -0.33777 -2.72718 -0.16
C 4.14970 -0.57507 -3.43838 -0.04
C 4.01590 -0.82877 -4.82348 -0.07
C 2.81070 -0.84607 -5.48678 -0.02
C 1.61160 -0.59837 -4.78138 -0.16
C 0.27120 -0.54077 -5.22048 -0.02
C -0.72730 -0.22757 -4.33008 -0.07
C -0.50180 0.04593 -2.96158 -0.10
C 0.78440 -0.03027 -2.49108 -0.14
C 1.78650 -0.34487 -3.42018 -0.23
H 7.37540 1.47343 0.68922 0.10
H 5.86640 3.19323 -0.22528 0.11
H 3.56150 2.60633 -0.87088 0.10
H 4.24480 -1.41057 0.41082 0.10
H 6.53470 -0.82747 1.05132 0.10
H 2.06230 -2.69217 -2.06598 0.12
H 1.88530 -4.87387 -0.94108 0.11
H 1.57610 -4.99027 1.50272 0.11
H 1.52840 -2.90337 2.82862 0.11
H 1.77660 -0.73977 1.72592 0.09
H 5.13120 -0.56887 -2.98768 0.11
H 4.91930 -1.01257 -5.39058 0.10
H 2.78380 -1.02937 -6.55198 0.11
H 0.02930 -0.73037 -6.25658 0.11
H -1.74510 -0.20697 -4.69478 0.11
H -1.35690 0.29393 -2.34308 0.09
O 1.13770 1.13443 -0.31248 -0.58
N 1.35130 1.33203 1.09242 -0.12
C 1.82100 2.54893 1.42562 -0.36
C 1.81450 3.68643 0.61942 -0.21
N 1.80490 4.64383 -0.03138 0.20
C 2.36930 2.73333 2.69672 -0.21
N 2.84600 2.92363 3.73032 0.16
C -0.93350 7.19313 -0.60248 -0.04
C -1.07490 5.71503 -0.47218 -0.28
C -0.74080 4.85323 -1.51208 -0.04
C -0.83900 3.48623 -1.32108 -0.14
N -1.24700 2.92433 -0.18558 -0.03
C -1.58790 3.74623 0.80642 -0.14
C -1.52280 5.12413 0.70692 -0.01
H -1.09340 7.51843 -1.62758 0.08
H 0.08250 7.46623 -0.32128 0.09
H -1.61820 7.71403 0.06222 0.08
H -0.38830 5.24493 -2.45438 0.12
H -0.56620 2.80873 -2.12128 0.10
H -1.93470 3.27243 1.72022 0.12
H -1.80550 5.73343 1.55232 0.12
```

The HOMO-LUMO gap (alpha / beta) is 6.86 / 8.36 eV. The spin multiplicity is 2.